(1)
Entry from OMol25: a 2-piece molecular cluster, ClH3NOPS overall at a distorted geometry (wB97M-V/def2-TZVPD).

Structure (XYZ):
```
8
Properties=species:S:1:pos:R:3:forces:R:3:lowdin_charge:R:1
N 0.67606 -0.41059 -0.76211 -0.846 1.030 0.244 -0.2182
O 0.90794 0.73730 1.31538 -0.159 -0.529 2.073 -0.3778
P -0.30461 0.62827 0.24377 0.479 -2.774 -0.207 0.2438
S -3.19925 -1.33667 -0.30108 0.180 0.135 0.049 -0.0339
Cl -0.10400 2.23077 -0.84824 0.127 1.924 -0.838 0.2985
H 1.12845 -1.10149 -0.20817 0.424 -0.560 0.454 0.0117
H 0.18450 -0.85087 -1.50187 -0.523 -0.453 -0.854 -0.0010
H 0.71090 0.10328 2.06230 0.318 1.227 -0.921 0.0770
```
Positions in Å, forces in eV/Å.

- Net charge: 0
- Frontier orbital gap (spin up / spin down): 6.45 / 6.47 eV
- E_tot: -36231.009 eV
- LUMO energy (spin up / spin down): -2.72 / -2.70 eV

***

(2)
Entry from OMol25: a 3-piece molecular cluster, C13H35NO5P overall at a distorted geometry (wB97M-V/def2-TZVPD).

Structure (XYZ):
```
55
Properties=species:S:1:pos:R:3:forces:R:3:lowdin_charge:R:1
N 1.67693 -0.47626 0.45901 -0.064 0.041 -0.292 0.0066
C 1.15219 -0.20976 -0.90034 0.492 -0.287 0.393 -0.2157
C 0.93657 -1.55472 -1.58631 0.239 -0.391 0.262 -0.4338
O 0.76449 -1.37695 -2.99287 -0.014 0.027 -0.160 -0.0664
C -0.13673 -2.42976 -0.93193 0.097 0.486 -0.477 -0.2553
P -1.90501 -1.79020 -0.63794 -0.753 -1.478 0.904 0.4673
O -1.38847 -0.61550 0.62170 -0.548 0.332 -0.790 -0.3714
C -2.04444 0.59023 0.30106 1.083 0.465 -0.139 -0.3100
C -2.33547 0.65805 -1.23187 0.448 -0.567 -0.738 -0.2871
O -1.77463 -0.51050 -1.80375 -0.371 0.261 0.267 -0.3682
H 1.08192 -0.06540 1.16339 0.002 -0.060 0.053 0.0594
H 2.63209 -0.16528 0.54861 -0.074 0.269 0.157 0.0525
H 0.23336 0.35992 -0.83881 0.027 0.002 -0.179 0.0804
H 1.90946 0.35682 -1.45172 -0.179 0.029 -0.240 0.1077
H 1.89629 -2.08968 -1.46988 -0.020 0.029 0.059 0.1214
H 0.01123 -1.90906 -3.26514 -0.145 0.230 0.129 0.0710
H 0.23127 -2.79571 0.02475 0.078 0.179 0.092 0.0536
H -0.24344 -3.32018 -1.56532 -0.059 -0.050 0.038 0.0677
H -3.27022 -1.34058 -0.35674 -0.009 -0.056 0.016 -0.0035
H -2.02962 -2.81968 0.40149 -0.028 0.189 -0.074 -0.0288
H -2.48649 -2.77898 -1.54407 0.260 0.327 -0.395 -0.0434
H -2.95211 0.76384 0.88439 -0.056 -0.050 0.097 0.0902
H -1.30825 1.38298 0.50526 -0.367 0.238 0.282 0.0922
H -3.39718 0.75776 -1.49422 -0.107 -0.167 0.339 0.0893
H -1.84217 1.49844 -1.73633 0.090 0.155 0.358 0.0907
C 4.45469 -3.57728 1.75749 -0.009 -0.174 0.097 -0.0850
C 2.98493 -3.24990 1.97860 0.111 0.180 -0.074 -0.2772
O 2.11090 -4.29021 1.58038 -0.041 -0.038 -0.065 -0.1561
C 2.25477 -5.51759 2.25746 -0.023 -0.018 0.002 -0.2902
C 1.99291 -5.42980 3.75277 0.065 0.085 0.063 -0.0859
H 4.62184 -3.88994 0.72532 -0.010 0.057 -0.020 0.0793
H 5.06855 -2.69827 1.96161 -0.014 0.018 -0.017 0.0701
H 4.80283 -4.38256 2.40984 0.030 0.040 0.012 0.0584
H 2.70619 -2.38287 1.37431 -0.155 -0.198 0.034 0.0852
H 2.80430 -2.97480 3.02559 0.037 -0.041 0.020 0.1084
H 3.24394 -5.95367 2.06470 0.020 -0.007 0.060 0.1030
H 1.52244 -6.18591 1.80237 -0.015 0.049 -0.047 0.1177
H 2.75564 -4.84019 4.26473 0.015 -0.036 0.006 0.0614
H 1.99143 -6.42781 4.19536 -0.010 -0.008 -0.018 0.0694
H 1.02682 -4.95973 3.94056 -0.021 -0.029 -0.028 0.0830
C -0.78882 5.71158 -2.66035 0.016 0.112 0.123 -0.0817
C -2.03250 4.95767 -2.21874 0.022 -0.031 -0.122 -0.2810
O -2.02270 4.59062 -0.85426 -0.025 -0.110 0.070 -0.1581
C -1.96611 5.64859 0.07811 0.001 0.036 0.049 -0.2847
C -3.15325 6.59579 0.00662 -0.017 0.032 -0.135 -0.0849
H 0.10877 5.15722 -2.38381 -0.014 -0.044 -0.039 0.0837
H -0.79744 5.84895 -3.74236 -0.006 -0.026 -0.006 0.0735
H -0.72639 6.70028 -2.20051 -0.014 0.013 -0.041 0.0619
H -2.09903 4.01819 -2.76737 -0.013 -0.043 0.080 0.1160
H -2.93761 5.52917 -2.45838 0.022 0.050 -0.001 0.1063
H -1.02442 6.20205 -0.02254 -0.021 0.050 -0.017 0.1062
H -1.94520 5.16829 1.05665 0.011 -0.072 -0.035 0.1193
H -3.16445 7.16510 -0.92476 0.017 0.029 0.024 0.0626
H -3.11598 7.30944 0.83113 0.007 -0.015 0.015 0.0717
H -4.08861 6.03779 0.06703 0.011 -0.015 0.045 0.0812
```
Positions in Å, forces in eV/Å.

- Net charge: -1
- Frontier orbital gap: 6.62 eV
- E_tot: -35063.056 eV
- LUMO energy: 2.74 eV

***

(3)
Entry from OMol25: one molecule with the formula HNO2 at a distorted geometry (wB97M-V/def2-TZVPD).

Structure (XYZ):
```
4
Properties=species:S:1:pos:R:3:forces:R:3:lowdin_charge:R:1
H 1.11142 0.52355 0.26099 0.782 -3.367 -1.248 0.1705
N -0.42639 0.24045 -0.14358 -3.611 1.236 -0.084 -0.1894
O 0.77063 -0.42474 -0.08816 0.525 2.654 1.752 -0.0249
O -1.45566 -0.33927 -0.02925 2.304 -0.523 -0.419 0.0437
```
Positions in Å, forces in eV/Å.

- Net charge: 0
- Frontier orbital gap: 10.59 eV
- E_tot: -5597.721 eV
- LUMO energy: 0.16 eV

***

(4)
Entry from OMol25: one molecule with the formula C5H9NO at a distorted geometry (wB97M-V/def2-TZVPD).

Structure (XYZ):
```
16
Properties=species:S:1:pos:R:3:forces:R:3:lowdin_charge:R:1
C 1.27777 0.42407 0.15312 10.380 1.402 0.830 -0.1423
C -0.18428 0.49150 0.27801 0.952 0.488 -0.926 -0.4152
C -0.68012 0.07549 1.61906 0.406 2.176 3.355 -0.0229
C -0.78439 1.47696 -0.67479 -2.697 1.174 3.102 -0.0129
C 0.54735 -1.77829 -1.09551 1.866 -0.693 0.186 0.0093
N 0.66392 -0.48796 -0.43509 -0.806 -1.834 -0.929 0.0092
O 2.88145 0.72171 0.32804 -8.132 -1.114 -0.590 -0.2817
H -1.38152 -0.73749 1.76455 -0.107 -0.233 -0.644 0.0669
H -1.16693 0.99182 2.17991 0.846 -1.621 -1.237 0.1230
H 0.25717 -0.13623 2.27557 -1.644 0.096 -1.104 0.1231
H -0.24935 1.81141 -1.49539 1.576 -0.078 -1.499 0.0657
H -1.02858 2.42452 -0.12014 0.148 -0.791 -0.270 0.1090
H -1.73592 1.09448 -0.97608 -0.808 -0.161 -0.571 0.0753
H -0.40493 -2.14905 -0.77308 -0.363 -0.625 0.037 0.0782
H 0.57570 -1.72037 -2.18871 -0.175 0.455 0.207 0.0871
H 1.41266 -2.50255 -0.83945 -1.440 1.358 0.053 0.1281
```
Positions in Å, forces in eV/Å.

- Net charge: 0
- Frontier orbital gap: 9.17 eV
- E_tot: -8863.029 eV
- LUMO energy: 0.49 eV